1.
Molecular formula: C3H11N3PS
Method: DFT, ωB97M-V with the def2-TZVPD basis set

Atoms and positions in Å:
H1 2.961 0.970 -1.398
H2 -1.257 2.183 -0.477
C1 3.044 -0.022 -0.915
N1 2.093 -0.033 0.140
H3 2.399 0.281 1.057
H4 -2.031 -2.177 -0.010
H5 -1.038 1.748 1.109
H6 0.819 -1.272 -0.854
H7 2.822 -0.937 -1.467
P1 -1.747 -1.161 0.945
H8 0.002 -0.108 1.987
N2 -1.430 1.547 0.257
N3 -3.035 0.825 -1.332
S1 -2.932 0.868 0.186
H9 -3.714 0.528 -1.913
C2 -0.068 -0.575 1.049
H10 -1.913 -1.818 2.142
H11 4.132 -0.226 -0.581
C3 0.893 -0.620 0.072

Computed properties:
Gap between HOMO and LUMO (alpha / beta) (eV): 6.88 / 5.95
Spin multiplicity: 3
Relative energy (zero: lowest compared OMol25 entry of this formula, charge and spin) (kJ/mol): 90.75
Total charge: +1
F_max (eV/A): 3.9
<S²>: 2.02



2.
Molecular formula: C10H27BBr4NO7V2
Method: DFT, ωB97M-V with the def2-TZVPD basis set

Atoms and positions in Å:
C1 -7.600 2.527 0.351
H1 3.729 -2.783 -3.212
H2 4.385 -6.017 -3.175
C2 -1.373 -3.967 3.049
H3 -0.365 3.617 -0.034
H4 -2.352 -4.185 1.080
C3 -8.019 1.121 0.838
H5 3.337 5.611 -0.380
Br1 -8.819 3.948 1.137
O1 3.503 -2.403 -1.249
H6 -3.060 -2.928 2.054
H7 0.236 2.127 0.659
V1 -1.517 0.846 -2.475
O2 -1.068 -3.146 4.149
H8 -0.225 3.387 1.729
O3 -3.003 1.260 -2.622
C4 3.015 7.510 0.692
H9 -7.475 2.718 -0.715
C5 2.856 -4.634 -2.257
H10 3.896 -0.747 -2.300
C6 3.426 -5.535 -3.366
H11 2.700 -6.311 -3.609
H12 1.104 -3.836 -1.843
H13 3.187 5.434 1.339
C7 4.292 -1.255 -1.421
C8 -2.108 -3.381 1.775
O4 -1.449 -2.301 1.102
H14 -7.415 0.300 0.452
H15 0.981 -5.168 -2.551
O5 -1.252 1.299 4.776
H16 -6.614 2.674 0.793
H17 3.316 8.120 -0.160
H18 4.798 -3.739 -2.270
C9 3.783 -3.340 -2.276
H19 -1.859 -4.850 3.464
C10 3.593 6.087 0.567
V2 -0.353 0.639 3.596
H20 5.377 -1.348 -1.358
B1 -0.478 2.926 0.787
Br2 5.534 6.128 0.706
H21 3.608 -4.927 -4.252
O6 1.172 0.742 4.108
H22 2.864 -4.968 -1.220
Br3 -7.834 1.049 2.849
N1 1.505 -4.309 -2.640
H23 -0.419 -4.418 2.775
H24 -9.009 0.786 0.531
H25 -1.488 2.546 0.786
Br4 3.580 8.205 2.523
O7 -0.555 1.879 -3.304
H26 1.930 7.594 0.638
H27 3.998 -0.582 -0.616

Computed properties:
Gap between HOMO and LUMO (eV): 2.42
Total charge: -1
F_max (eV/A): 4.8



3.
Molecular formula: C3H3F3N
Method: DFT, ωB97M-V with the def2-TZVPD basis set

Atoms and positions in Å:
H1 0.652 -1.045 0.112
C1 -0.117 -0.241 0.137
H2 -0.831 -0.423 0.977
C2 -0.811 -0.138 -0.999
F1 -3.824 -0.726 -1.919
F2 -3.342 -0.533 -4.025
H3 0.395 0.710 0.408
C3 -2.854 -0.834 -2.828
F3 -2.444 -2.102 -2.821
N1 -1.825 0.102 -2.669

Computed properties:
Gap between HOMO and LUMO (alpha / beta) (eV): 10.88 / 7.77
Relative energy (zero: lowest compared OMol25 entry of this formula, charge and spin) (kJ/mol): 754.29
Total charge: +1
F_max (eV/A): 7.8



4.
Molecular formula: C22H45BrClN5O14PS2
Method: DFT, ωB97M-V with the def2-TZVPD basis set

Atoms and positions in Å:
H1 -4.993 -4.164 -3.471
N1 0.655 -1.946 -2.431
H2 4.035 0.006 -1.134
H3 -0.305 1.552 -1.752
C1 -2.439 2.168 -1.872
H4 -3.799 -3.156 -4.143
O1 -1.996 -1.679 3.811
P1 0.044 -3.235 1.024
C2 7.761 -2.081 0.237
C3 -1.467 -2.318 0.212
H5 -2.179 -4.917 -2.791
H6 9.736 -4.422 1.603
Br1 0.737 -2.731 -4.150
O2 -1.321 3.894 -0.456
Cl1 -0.687 -4.461 2.618
H7 7.191 -1.972 1.220
H8 1.941 -2.141 -0.745
O3 -0.843 -0.102 2.648
H9 8.979 -2.841 2.309
H10 7.938 -4.348 2.047
N2 -3.982 -2.180 -1.616
H11 5.215 -0.583 -2.478
O4 -2.130 -3.364 -0.519
C4 -2.688 -2.943 -1.763
H12 -1.405 0.626 0.283
H13 -3.403 3.696 -0.580
H14 -2.787 -0.100 -0.661
C5 3.252 -1.705 -2.480
H15 1.539 -1.183 5.988
C6 -1.651 0.025 -0.671
O5 1.142 -2.051 1.645
O6 -3.129 4.885 -3.503
H16 -2.918 -2.847 1.799
S1 0.728 -0.006 8.531
C7 -1.720 -1.213 2.670
O7 1.597 0.441 7.233
S2 -3.968 5.690 -2.668
H17 -2.622 2.379 0.429
C8 -2.464 3.012 -0.521
H18 -0.940 0.620 6.161
H19 7.145 -1.271 -1.740
H20 -0.791 5.747 0.453
H21 1.061 -1.224 1.120
H22 -3.759 -4.900 -1.769
H23 -0.885 -1.111 5.739
C9 -0.551 -1.825 -1.899
H24 5.252 -1.250 0.361
N3 -0.862 -1.234 -0.591
H25 -1.634 4.491 1.528
C10 6.772 -2.086 -1.022
H26 -3.254 8.158 -4.145
O8 -3.220 7.099 -2.387
C11 -2.427 -1.878 1.413
H27 3.212 -1.344 -3.561
O9 -0.535 -0.637 7.730
H28 -3.443 1.594 -1.918
O10 0.294 1.174 9.212
H29 -5.858 7.908 -2.538
H30 3.489 -2.816 -2.368
O11 1.419 -1.073 9.188
H31 -4.763 -2.850 -1.494
C12 8.812 -3.736 1.618
H32 -2.411 2.817 -2.812
H33 1.792 -0.385 -1.324
C13 -1.302 0.997 -1.893
H34 8.580 -1.270 0.156
O12 8.490 -3.354 0.258
C14 1.068 -0.200 6.075
H35 -2.162 -1.450 -3.166
H36 -1.397 0.528 -2.930
N4 -1.726 -2.271 -2.702
C15 5.220 -1.829 -0.636
N5 -3.995 -4.069 -3.716
O13 -4.512 5.216 -1.427
H37 1.283 0.385 5.180
H38 4.722 -2.830 -0.406
H39 -5.689 8.153 -4.295
C16 1.865 -1.470 -1.678
C17 -1.614 4.957 0.480
H40 -3.732 9.089 -2.703
H41 -0.077 -0.267 3.254
H42 -2.607 5.487 0.305
H43 -3.315 -1.214 1.107
C18 -3.118 -4.329 -2.533
H44 -4.190 -1.678 -2.487
C19 -0.425 -0.328 6.341
C20 4.438 -0.913 -1.698
H45 6.914 -3.092 -1.553
O14 -5.184 6.269 -3.570
C21 -3.802 8.121 -3.200
C22 -5.243 7.689 -3.416

Computed properties:
Gap between HOMO and LUMO (eV): 6.94
Total charge: +1
F_max (eV/A): 5.0



5.
Molecular formula: C16H42NO7
Method: DFT, ωB97M-V with the def2-TZVPD basis set

Atoms and positions in Å:
C1 2.830 0.891 -3.409
O1 2.188 -2.717 2.585
H1 -4.612 2.586 0.600
H2 -2.025 5.335 1.700
H3 -0.629 2.527 1.335
C2 1.809 -2.067 3.789
H4 5.611 -2.662 4.715
H5 -3.653 -1.764 -3.397
O2 1.648 -0.240 -1.614
H6 0.883 -4.329 2.514
O3 3.606 -2.964 5.149
O4 -3.123 3.779 1.150
H7 4.862 -0.890 -3.947
H8 2.585 0.075 -4.097
H9 3.852 -1.320 -2.539
H10 1.074 -2.666 4.334
C3 4.782 -3.325 4.445
H11 5.038 -4.342 4.736
C4 1.953 -4.116 2.606
C5 3.001 -1.775 4.674
C6 -2.213 4.807 0.776
H12 4.630 -3.293 3.363
H13 5.488 -0.674 -2.302
O5 4.126 0.722 -2.869
H14 -4.688 4.649 -0.746
C7 -3.715 3.025 0.182
C8 -2.676 -0.638 -0.678
H15 -0.095 4.930 0.688
C9 -1.873 -1.582 -1.527
H16 -5.377 -0.507 -0.142
C10 4.595 -0.616 -2.921
H17 1.335 -1.118 3.513
H18 2.831 1.825 -3.979
H19 3.371 0.104 -0.490
C11 -5.004 -0.747 -1.143
H20 -2.029 0.188 -0.363
C12 -3.157 -2.712 -3.172
C13 1.783 0.987 -2.321
H21 -3.026 -1.151 0.222
H22 -4.783 3.238 -1.594
H23 0.815 1.198 -2.792
H24 -2.364 -2.888 -3.905
H25 0.549 2.751 0.076
C14 -0.860 4.360 0.170
H26 -2.680 5.548 0.124
H27 -1.048 2.270 -0.395
C15 -0.501 2.874 0.316
O6 -2.631 -2.730 -1.854
H28 -3.111 2.214 -0.190
H29 -1.502 -1.084 -2.428
H30 2.659 -1.211 5.548
O7 -3.774 -0.077 -1.401
H31 -1.003 -1.916 -0.955
C16 2.343 -0.244 -0.377
H32 2.337 -4.574 3.519
H33 2.355 -1.267 -0.006
N1 -4.159 3.820 -1.027
H34 2.470 -4.548 1.750
H35 -3.371 4.090 -1.618
H36 1.824 0.385 0.356
H37 -0.785 4.669 -0.870
H38 3.728 -1.159 4.137
H39 2.014 1.819 -1.647
H40 -5.728 -0.408 -1.883
H41 -4.893 -1.828 -1.232
H42 -3.885 -3.517 -3.245

Computed properties:
Gap between HOMO and LUMO (eV): 7.16
Total charge: +1
F_max (eV/A): 1.0



6.
Molecular formula: C4H6ClF
Method: DFT, ωB97M-V with the def2-TZVPD basis set

Atoms and positions in Å:
H1 -0.162 1.709 1.194
C1 1.167 -0.889 -0.200
H2 0.836 1.843 -0.251
H3 1.760 -0.835 -1.161
H4 1.913 -0.513 0.487
H5 -0.818 1.937 -0.363
C2 -0.115 -0.029 -0.101
Cl1 -2.797 0.082 -0.117
H6 0.981 -1.890 0.147
F1 -1.402 -2.069 0.227
C3 -1.313 -0.768 -0.082
C4 -0.049 1.420 0.220

Computed properties:
Gap between HOMO and LUMO (eV): 9.61
Relative energy (zero: lowest compared OMol25 entry of this formula, charge and spin) (kJ/mol): 85.32
Total charge: 0
F_max (eV/A): 4.7
Structure (SMILES): CC(C)=C(F)Cl



7.
Molecular formula: ArH28O14
Method: DFT, ωB97M-V with the def2-TZVPD basis set

Atoms and positions in Å:
O1 -0.951 -0.976 -3.062
O2 -1.620 2.670 3.022
H1 0.910 -3.816 0.623
H2 -1.236 3.068 3.803
O3 2.670 2.366 0.197
H3 -1.936 2.012 -2.267
H4 -1.261 -2.550 1.347
O4 -2.067 -2.209 1.736
O5 -3.444 -1.347 -1.812
O6 3.367 0.263 1.995
H5 1.126 3.175 0.706
H6 -1.004 2.878 2.319
H7 -2.501 -2.979 2.103
H8 -1.032 -0.029 -3.174
H9 -1.195 -1.341 -3.912
H10 -3.849 0.550 0.974
H11 0.797 -2.235 -2.580
O7 -0.157 -1.454 3.995
O8 2.963 -1.839 -0.297
H12 1.113 3.200 -2.497
H13 2.087 -2.111 -1.797
H14 -0.146 3.995 0.696
H15 2.140 2.200 -0.583
H16 3.042 0.951 1.414
H17 -0.562 -2.311 4.121
H18 3.680 -1.508 -0.839
O9 1.736 -2.417 -2.633
H19 2.929 -1.239 0.448
O10 0.560 3.702 1.271
O11 0.081 -3.511 0.255
H20 -3.556 -1.040 -0.912
O12 -3.852 -0.334 0.609
O13 1.235 2.363 -2.048
H21 -0.604 -1.086 3.233
H22 3.354 0.658 2.866
Ar1 0.137 -0.021 0.011
H23 -0.440 1.912 -2.479
H24 -3.279 -0.836 1.189
H25 -2.510 -1.234 -1.989
O14 -1.278 1.654 -2.863
H26 3.145 3.173 -0.002
H27 -0.110 -4.128 -0.451
H28 1.518 1.761 -2.736

Computed properties:
Gap between HOMO and LUMO (eV): 9.08
Relative energy (zero: lowest compared OMol25 entry of this formula, charge and spin) (kJ/mol): 86.52
Total charge: 0
F_max (eV/A): 1.1



8.
Molecular formula: C3H2F2OS
Method: DFT, ωB97M-V with the def2-TZVPD basis set

Atoms and positions in Å:
H1 -0.258 -0.856 -0.840
F1 -0.737 -1.475 0.982
S1 -1.029 0.975 0.314
C1 -0.981 -0.762 -0.100
O1 -1.218 1.659 -0.910
H2 3.153 0.267 0.324
F2 -2.191 -1.168 -0.558
C2 1.063 0.860 0.438
C3 2.199 0.498 0.350

Computed properties:
Gap between HOMO and LUMO (eV): 10.34
Relative energy (zero: lowest compared OMol25 entry of this formula, charge and spin) (kJ/mol): 387.49
Total charge: 0
F_max (eV/A): 4.5



Number 1: E -1024.23910 Eh. Number 2: E -13187.04278 Eh. Number 3: E -469.85315 Eh. Number 4: E -6363.83219 Eh. Number 5: E -1215.84178 Eh. Number 6: E -716.01857 Eh. Number 7: E -1597.67401 Eh. Number 8: E -788.50342 Eh.